This record from the OMol25 dataset describes C3H8O as an isolated structure. The level of theory is ωB97M-V with the def2-TZVPD basis set.

The HOMO-LUMO gap is 8.785 eV. The largest force on an atom is 5.6 eV/A. As for the electronic energy: -5283.14989 eV.

Each line ends with the Mulliken charge.
Positions of all 12 atoms, in Å:
C -0.87762 -0.68751 0.63627  -0.854
C -0.65456 0.62592 -0.42859  -0.135
C 0.98789 -0.32112 -0.14628  -1.168
O -0.26603 1.92507 -0.12898  -0.469
H -1.62246 -1.23547 0.07972  0.311
H -0.21497 -1.51376 1.06916  0.260
H -1.26481 -0.18308 1.49997  0.337
H -0.64891 0.42965 -1.50091  0.358
H 1.19440 -1.37777 -0.41291  0.381
H 1.46162 0.32780 -0.84950  0.377
H 1.39548 -0.14840 0.86409  0.292
H 0.50998 2.15868 -0.68203  0.311

This record from the OMol25 dataset describes a 2-piece molecular cluster, C3H8O overall. The level of theory is ωB97M-V with the def2-TZVPD basis set.

The HOMO-LUMO gap is 9.529 eV. The largest force on an atom is 0.6 eV/A. As for the electronic energy: -5284.77288 eV.

Each line ends with the Mulliken charge.
Positions of all 12 atoms, in Å:
C -1.80133 0.16853 -0.53965  -0.871
C 0.46570 -1.25578 1.31918  -0.327
O 1.11559 -0.14480 1.51125  -0.194
C 1.70722 0.41602 0.32684  -0.553
H -1.50785 0.46365 -1.55048  0.250
H -2.83116 -0.20107 -0.56107  0.302
H -1.75742 1.04801 0.11614  0.238
H -1.13052 -0.61836 -0.19722  0.135
H 0.07466 -1.47173 2.34140  0.151
H 1.67760 -0.34508 -0.45478  0.371
H 1.12858 1.29651 0.03482  0.228
H 2.72945 0.71413 0.56423  0.268

This record from the OMol25 dataset describes a 2-piece molecular cluster, C3H8O2 overall. The level of theory is ωB97M-V with the def2-TZVPD basis set.

The HOMO-LUMO gap is 10.700 eV. The largest force on an atom is 1.6 eV/A. As for the electronic energy: -7334.16473 eV.

Each line ends with the Mulliken charge.
Positions of all 13 atoms, in Å:
C 2.65659 -0.74426 1.11627  -0.072
O 2.44546 -1.89330 1.36553  -0.376
H 2.79061 -0.28904 0.11630  0.215
H 2.77140 -0.03489 1.96495  0.220
C -1.53325 0.99661 -1.02732  -0.833
C -1.15049 0.08143 0.15539  -0.216
O -0.09962 -0.84377 -0.14306  -0.465
H -2.61750 1.06549 -1.07754  0.302
H -1.16924 0.46935 -1.92596  0.238
H -1.04800 1.96559 -1.00287  0.236
H -0.70590 0.70349 0.93203  0.235
H -2.05311 -0.35186 0.57073  0.237
H -0.28695 -1.12485 -1.04445  0.279

This record from the OMol25 dataset describes a 2-piece molecular cluster, C3H8O2 overall. The level of theory is ωB97M-V with the def2-TZVPD basis set.

The HOMO-LUMO gap is 10.584 eV. The largest force on an atom is 4.2 eV/A. As for the electronic energy: -7333.49112 eV.

Each line ends with the Mulliken charge.
Positions of all 13 atoms, in Å:
C 0.90861 0.57927 1.80971  -0.672
C -0.28810 0.36132 1.26135  -0.008
C -0.87800 -1.00341 1.22879  -0.417
O -2.18265 -0.97599 1.84117  -0.503
H 1.05048 1.54369 2.28953  0.266
H 1.42883 -0.32405 2.16566  0.233
H -0.86764 1.25280 1.02051  0.292
H -0.05792 -1.69695 1.42344  0.306
H -1.25391 -1.40070 0.22225  0.219
H -2.31109 -1.80799 2.30690  0.283
O 2.07078 1.01066 -4.88463  -0.626
H 2.83962 1.37314 -5.34137  0.313
H 1.57972 0.99523 -5.71739  0.313

This record from the OMol25 dataset describes a 3-piece molecular cluster, C3H8O2 overall. The level of theory is ωB97M-V with the def2-TZVPD basis set.

The HOMO-LUMO gap is 10.666 eV. The largest force on an atom is 0.3 eV/A. As for the electronic energy: -7333.89237 eV.

Each line ends with the Mulliken charge.
Positions of all 13 atoms, in Å:
C -0.10841 1.43337 0.67376  -0.444
C 0.22814 1.59324 -0.60222  -0.630
H 0.57764 1.01316 1.39643  0.238
H -1.10651 1.65075 1.04543  0.255
H 1.22011 1.34188 -0.96732  0.313
H -0.47662 1.95015 -1.34381  0.305
C -0.16114 -1.12272 -1.27968  -0.143
O 0.81743 -1.71363 -0.89352  -0.484
H -1.06358 -1.01284 -0.65448  0.254
H -0.22645 -0.69120 -2.29653  0.314
O 0.28494 -1.26971 1.91671  -0.626
H -0.59788 -1.65013 1.96746  0.295
H 0.61234 -1.52233 1.03777  0.353

This record from the OMol25 dataset describes a 2-piece molecular cluster, C3H8O2 overall. The level of theory is ωB97M-V with the def2-TZVPD basis set.

The HOMO-LUMO gap is 9.886 eV. The largest force on an atom is 1.8 eV/A. As for the electronic energy: -7334.66556 eV.

Each line ends with the Mulliken charge.
Positions of all 13 atoms, in Å:
C 0.64847 1.53005 -0.69481  -0.885
C -0.00246 0.38533 -0.52944  0.709
C -1.48518 0.29529 -0.80014  -1.135
O 0.62696 -0.80961 -0.34857  -0.555
H 0.17645 2.31636 -1.26120  0.272
H 1.71368 1.51110 -0.49380  0.295
H -1.94712 1.26970 -0.74713  0.340
H -1.65210 -0.19124 -1.76519  0.286
H -1.89960 -0.45411 -0.12273  0.328
H 0.10979 -1.36280 0.22526  0.306
O 1.23239 -1.58161 2.55972  -0.629
H 0.62948 -1.00464 2.08359  0.322
H 1.84925 -1.90383 1.89444  0.345

This record from the OMol25 dataset describes a 2-piece molecular cluster, C3H8O2 overall. The level of theory is ωB97M-V with the def2-TZVPD basis set.

The HOMO-LUMO gap is 9.738 eV. The largest force on an atom is 2.6 eV/A. As for the electronic energy: -7333.90066 eV.

Each line ends with the Mulliken charge.
Positions of all 13 atoms, in Å:
C 1.50810 2.09256 -1.95967  -0.707
C 0.68146 1.35201 -1.23995  0.116
O 1.05596 1.27988 0.11008  -0.486
H 1.36198 2.25912 -3.02594  0.235
H 2.43819 2.46902 -1.58484  0.237
H -0.31719 1.00633 -1.44863  0.288
H 0.77312 0.45387 0.51433  0.308
C -1.08603 -2.17370 1.42854  -0.552
O -1.22035 -0.77119 1.69143  -0.495
H -0.47956 -2.46161 2.29929  0.217
H -2.02259 -2.70127 1.64524  0.294
H -0.78235 -2.40156 0.40902  0.262
H -1.91075 -0.40348 1.16108  0.283

This record from the OMol25 dataset describes a single C3H8O2 molecule. The level of theory is ωB97M-V with the def2-TZVPD basis set.

The HOMO-LUMO gap is 10.629 eV. The largest force on an atom is 0.4 eV/A. As for the electronic energy: -7335.24943 eV.

Each line ends with the Mulliken charge.
Positions of all 13 atoms, in Å:
O 1.65698 0.50687 -0.25552  -0.570
C 0.41596 1.08941 0.14808  -0.348
C -0.69901 0.26435 -0.47683  -0.608
C -0.85310 -1.11382 0.16418  -0.420
O 0.33398 -1.87372 0.17045  -0.548
H 2.36603 0.87069 0.28745  0.305
H 0.36256 2.13363 -0.19059  0.315
H 0.32364 1.08133 1.24519  0.295
H -0.48636 0.16402 -1.54827  0.295
H -1.64688 0.80833 -0.37867  0.329
H -1.23029 -0.98619 1.19393  0.257
H -1.61480 -1.68455 -0.38418  0.280
H 1.07131 -1.26034 0.02478  0.419